Record 1
Formula: C36H71Cl20F5N2OP
Source: OMol25
Level of theory: the ωB97M-V functional and the def2-TZVPD basis

Properties
total charge = +1
strongest force on any atom = 4.093 eV Å⁻¹
HOMO-LUMO gap = 9.6976 eV
LUMO energy = -1.9 eV

Last column: Mulliken charge in e.
CARTESIAN COORDINATES (ANGSTROEM)
C  -3.2720  -0.5467  4.6462  -0.92
C  -2.8621  0.4415  5.7336  -0.48
C  -2.5650  1.8658  5.2250  -0.19
C  -1.0954  2.2586  5.3586  -0.10
C  -0.7627  3.6791  4.8832  -0.97
C  0.6401  3.7746  4.2652  -1.08
C  0.6362  3.3980  2.7673  -0.78
C  1.6191  2.2941  2.3240  -0.66
C  0.9648  1.2504  1.3997  -0.47
C  1.8924  0.7392  0.2782  -2.00
C  1.7247  -0.7547  -0.0600  -0.49
N  1.3285  -1.1407  -1.4776  1.25
C  2.2113  -0.4829  -2.5237  -0.87
C  3.6674  -0.9317  -2.6725  0.51
C  4.7055  -0.2720  -1.7491  -1.37
C  5.5997  -1.2703  -1.0608  0.77
F  4.8592  -2.1841  -0.3797  -0.20
F  6.3651  -0.6525  -0.1543  -0.42
C  6.5511  -2.0686  -2.0201  0.70
F  6.6506  -1.4516  -3.1915  -0.30
F  7.7404  -2.1958  -1.5275  -0.25
F  6.0674  -3.2684  -2.2511  -0.18
C  1.4801  -2.6389  -1.6024  -0.21
C  0.5145  -3.4246  -0.7341  -1.43
N  -0.8839  -3.0749  -0.8516  0.51
C  -1.6508  -3.8910  -1.8121  -0.10
C  -3.1223  -3.9950  -1.4190  -1.35
C  -1.1502  -1.6500  -1.0173  -2.17
P  -1.6515  -1.0637  0.6639  -0.25
O  -0.8721  -1.6935  1.7586  -0.35
C  -0.1347  -0.8390  -1.8441  1.61
C  -0.4492  0.6499  -1.9265  -0.51
C  -1.8693  0.9491  -2.4443  0.72
C  -2.0708  2.4814  -2.4684  -1.82
C  -2.1252  0.2916  -3.8131  -1.68
H  -4.1890  -0.2251  4.1420  0.26
H  -3.4815  -1.5300  5.0774  0.31
H  -2.4752  -0.6858  3.9048  0.14
H  -3.6571  0.4810  6.4824  0.31
H  -1.9800  0.0426  6.2484  0.28
H  -2.8734  1.9578  4.1746  0.40
H  -3.1838  2.5713  5.7907  -0.23
H  -0.8199  2.1694  6.4161  0.32
H  -0.4846  1.5220  4.8157  0.13
H  -1.4996  4.0088  4.1401  0.48
H  -0.8544  4.3784  5.7180  0.43
H  1.3273  3.1234  4.8152  0.41
H  0.9919  4.8049  4.3617  0.41
H  -0.3780  3.0803  2.4961  0.35
H  0.8337  4.3018  2.1840  0.42
H  2.4538  2.7495  1.7781  0.45
H  2.0429  1.8016  3.2042  0.41
H  0.5924  0.4044  1.9847  0.20
H  0.1038  1.7483  0.9391  0.06
H  1.7576  1.3682  -0.6027  0.57
H  2.9238  0.8838  0.6114  1.09
H  1.0004  -1.2319  0.6026  0.60
H  2.6726  -1.2660  0.0994  0.80
H  2.1787  0.5892  -2.3426  0.24
H  1.7016  -0.6441  -3.4768  0.55
H  3.8761  -0.6433  -3.7013  -0.67
H  3.7680  -2.0170  -2.6594  0.01
H  4.2636  0.3502  -0.9702  0.36
H  5.3587  0.3759  -2.3361  0.67
H  2.4896  -2.8938  -1.2913  0.63
H  1.3675  -2.8774  -2.6630  0.18
H  0.6692  -4.4700  -1.0171  0.49
H  0.8163  -3.3628  0.3185  0.14
H  -1.2019  -4.8853  -1.8305  0.47
H  -1.5625  -3.4918  -2.8374  0.24
H  -3.7155  -3.1402  -1.7580  0.28
H  -3.2028  -4.0445  -0.3296  0.30
H  -3.5721  -4.9005  -1.8286  0.43
H  -2.0658  -1.5945  -1.6152  0.99
H  -1.5653  0.3346  0.6321  0.07
H  -3.0312  -1.3088  0.6439  0.14
H  -0.2212  -1.2370  -2.8629  0.28
H  0.2468  1.1407  -2.6140  0.43
H  -0.3279  1.1411  -0.9597  -1.67
H  -2.5869  0.5329  -1.7270  0.80
H  -1.2006  3.0156  -2.0760  0.36
H  -2.2662  2.8490  -3.4748  0.42
H  -2.9128  2.7727  -1.8354  0.35
H  -2.6335  -0.6754  -3.7232  0.25
H  -1.1961  0.1232  -4.3671  0.46
H  -2.7736  0.9112  -4.4337  0.46
C  -4.0562  5.9863  -2.7326  -0.28
Cl  -2.5443  5.7137  -3.6143  -0.13
Cl  -3.7974  6.8137  -1.1962  -0.14
H  -4.7018  6.5960  -3.3526  0.34
H  -4.5044  5.0215  -2.5272  0.22
C  0.6983  -3.0678  4.2920  0.42
Cl  0.4704  -4.7776  4.6876  -0.19
Cl  0.6533  -2.0312  5.7238  -0.17
H  1.6708  -2.9581  3.8260  0.18
H  -0.0986  -2.7619  3.6264  -0.23
C  -7.2602  0.0569  6.1843  -0.24
Cl  -6.0917  -1.1712  6.6713  -0.12
Cl  -6.5103  1.4088  5.3160  -0.15
H  -7.9843  -0.4092  5.5273  0.17
H  -7.7291  0.4536  7.0764  0.34
C  3.8986  -5.9522  -2.3205  -0.10
Cl  2.6721  -6.3162  -1.1001  -0.13
Cl  3.2695  -4.9507  -3.6434  -0.13
H  4.6999  -5.4052  -1.8414  0.06
H  4.2522  -6.8865  -2.7386  0.40
C  7.7663  -2.2086  2.6282  0.42
Cl  7.0550  -3.8202  2.7952  -0.16
Cl  7.5838  -1.2294  4.0857  -0.15
H  8.8230  -2.3220  2.4188  0.29
H  7.2602  -1.7010  1.8177  -0.36
C  4.7980  0.1803  -6.4954  -0.26
Cl  4.6353  1.8756  -6.0270  -0.15
Cl  3.2944  -0.7300  -6.2602  -0.14
H  5.0559  0.1284  -7.5463  0.36
H  5.5670  -0.2668  -5.8757  0.22
C  -3.7024  7.0754  5.8782  -0.38
Cl  -2.4028  7.8383  4.9503  -0.15
Cl  -3.6564  5.3126  5.7590  -0.07
H  -3.5822  7.3497  6.9189  0.29
H  -4.6496  7.4219  5.4840  0.30
C  0.7970  2.7397  -5.5955  0.01
Cl  -0.2410  2.8379  -7.0088  -0.15
Cl  0.0421  1.8728  -4.2332  0.18
H  1.6930  2.1956  -5.8670  -0.20
H  1.0274  3.7435  -5.2597  0.33
C  -8.0337  -3.9042  3.7768  -0.32
Cl  -8.7785  -3.1428  5.1892  -0.14
Cl  -6.3154  -3.5182  3.6224  -0.10
H  -8.1375  -4.9770  3.8818  0.30
H  -8.5425  -3.5412  2.8925  0.27
C  1.1027  0.3625  -10.5514  -0.40
Cl  1.7751  0.6200  -8.9302  -0.04
Cl  0.2020  1.7627  -11.1324  -0.14
H  1.9245  0.1735  -11.2309  0.30
H  0.4284  -0.4833  -10.4996  0.29


Record 2
Formula: C24H42CaCl3N4O3Si
Source: OMol25
Level of theory: the ωB97M-V functional and the def2-TZVPD basis

Properties
total charge = -1
energy relative to the best compared isomer or geometry (same formula, charge and spin) = 4.796 eV
strongest force on any atom = 2.562 eV Å⁻¹
HOMO-LUMO gap = 4.8997 eV
LUMO energy = 1.8 eV

Last column: Mulliken charge in e.
CARTESIAN COORDINATES (ANGSTROEM)
C  2.0297  -1.1179  -4.2278  -1.55
C  1.3900  0.2061  -3.9842  -0.03
H  2.5042  -1.1715  -5.2125  0.41
H  1.2812  -1.9174  -4.1304  0.21
H  2.7990  -1.2911  -3.4627  0.34
C  1.1002  1.1168  -4.9353  -0.02
C  0.9086  0.7284  -6.3619  -1.50
H  0.9922  2.1754  -4.6926  0.33
H  0.5508  -0.3134  -6.4245  0.34
H  1.8327  0.8009  -6.9533  0.30
H  0.1590  1.3643  -6.8529  0.38
Ca  -0.3199  -1.0312  2.0252  1.29
Cl  2.1954  -0.4486  1.0241  -0.68
Cl  -1.2159  -3.6067  2.1209  -0.64
C  0.5174  2.1282  2.0210  0.25
O  -0.4367  1.3519  2.2738  -0.73
N  0.4106  3.4544  1.9476  0.47
C  -0.8810  4.1256  2.0731  -0.98
C  1.5938  4.3032  1.9073  -0.98
H  1.5355  1.7302  1.8425  0.15
H  -1.6674  3.3961  2.2844  0.26
H  -1.1106  4.6647  1.1418  0.26
H  -0.8205  4.8692  2.8805  0.36
H  2.4640  3.6643  1.7225  0.29
H  1.7148  4.8287  2.8672  0.31
H  1.5033  5.0438  1.1036  0.33
H  -2.3782  -1.8616  -2.5009  0.20
H  -2.2841  0.9944  -3.1981  0.32
C  -3.2763  -1.4933  -1.9806  -0.96
C  -3.2270  0.8777  -2.6416  -0.91
N  -3.0913  -0.1057  -1.5723  0.38
H  -3.4965  -2.1218  -1.1148  0.26
C  -2.6609  0.2340  -0.3426  0.07
O  -2.3458  -0.5626  0.5654  -0.70
H  -3.5220  1.8456  -2.2159  0.32
H  -2.6369  1.3290  -0.1613  0.45
H  -4.1186  -1.5088  -2.6860  0.42
H  -3.9948  0.5256  -3.3400  0.33
O  -0.3058  -0.3789  -2.6763  -0.84
C  0.8118  0.3413  -2.5431  0.70
C  -0.4466  2.4498  -1.7094  1.31
C  0.7550  1.8104  -1.9966  -0.19
H  -1.3580  1.8549  -1.6309  -0.58
C  -0.4870  3.8321  -1.5129  -0.65
H  1.5193  -0.2020  -1.8740  0.13
C  1.9393  2.5273  -1.8450  -0.53
H  -1.4461  4.3337  -1.3497  0.45
C  0.6942  4.5740  -1.5595  -0.77
C  1.9244  3.9116  -1.6428  -0.66
H  2.8779  1.9709  -1.8706  0.38
H  0.6673  5.6644  -1.5022  0.35
H  2.8600  4.4630  -1.5636  0.41
Si  0.0749  -4.1151  0.2083  1.14
Cl  -0.1051  -2.0370  -0.4234  0.17
C  -1.3614  -5.2584  -0.3127  -1.16
C  1.5002  -4.4248  1.4362  -1.06
C  1.1464  -4.5975  -1.3661  -1.55
H  -2.1069  -4.6942  -0.8910  0.26
H  -1.8754  -5.7059  0.5454  0.34
H  -0.9969  -6.0753  -0.9469  0.31
H  0.6273  -4.3463  -2.3021  0.29
H  1.3434  -5.6780  -1.3537  0.42
H  2.1073  -4.0632  -1.3578  0.29
H  2.1253  -3.5268  1.5505  0.33
H  2.1442  -5.2371  1.0724  0.35
H  1.1440  -4.7127  2.4362  0.22
C  -0.1707  0.3910  7.4985  -0.90
N  -0.0103  -0.5987  6.4471  0.19
C  0.2414  -1.9555  6.6204  -0.44
C  0.2923  -2.5105  5.3606  -0.65
N  0.1012  -1.4914  4.4286  -0.30
C  -0.0888  -0.3580  5.1113  -0.01
H  -1.1056  0.2392  8.0540  0.31
H  0.6567  0.3233  8.2143  0.33
H  -0.1836  1.3858  7.0452  0.28
H  0.3456  -2.4006  7.5954  0.41
H  0.4344  -3.5470  5.0906  0.38
H  -0.2836  0.6358  4.7067  0.15


Record 3
Formula: C4H7N3O
Source: OMol25
Level of theory: the ωB97M-V functional and the def2-TZVPD basis

Properties
energy relative to the best compared isomer or geometry (same formula, charge and spin) = 5.326 eV
strongest force on any atom = 6.902 eV Å⁻¹
HOMO-LUMO gap = 8.6031 eV
LUMO energy = 0.6 eV

Last column: Mulliken charge in e.
CARTESIAN COORDINATES (ANGSTROEM)
C  1.3277  0.2964  1.2208  -1.08
C  -0.2621  0.7825  -0.8056  0.40
C  -1.6972  -0.8979  -0.5856  -0.50
C  -0.5782  -1.2054  0.1644  0.34
H  1.1323  0.9917  2.0484  0.29
H  1.8027  -0.6207  1.3854  0.40
H  2.1375  0.7535  0.7361  0.44
H  1.2831  2.4174  -0.6587  0.28
H  -0.4661  2.0629  -2.0905  0.38
H  -2.4586  -1.7190  -0.7268  0.24
H  -1.2343  -2.7898  0.6897  0.34
N  0.2603  0.0503  0.2349  0.07
N  0.6968  1.6905  -1.5041  -0.60
N  -1.3357  0.3550  -1.2071  -0.56
O  -0.6083  -2.1674  1.0986  -0.45


Record 4
Formula: CH2N4O2
Source: OMol25
Level of theory: the ωB97M-V functional and the def2-TZVPD basis

Properties
SMILES = O/N=c1\nn[nH]o1
energy relative to the best compared isomer or geometry (same formula, charge and spin) = 5.514 eV
strongest force on any atom = 7.582 eV Å⁻¹
HOMO-LUMO gap = 9.3961 eV
LUMO energy = 0.0 eV

Last column: Mulliken charge in e.
CARTESIAN COORDINATES (ANGSTROEM)
O  2.3178  0.4395  0.1510  -0.42
N  1.4792  -0.6810  -0.1691  -0.36
C  0.2839  -0.1763  -0.0888  0.64
N  -0.4271  1.1399  0.0148  0.00
N  -1.5709  0.9879  -0.0068  -0.22
N  -1.8128  -0.4884  -0.2045  -0.13
O  -0.6048  -1.0813  0.2045  -0.18
H  3.3183  0.1403  -0.3386  0.37
H  -2.4052  -0.6564  0.5861  0.29


Ordered electronic energy results: -11643.29345, -3732.35935, -395.95267, -408.58291; unit a.u..